92
Properties=species:S:1:pos:R:3:lowdin_charge:R:1 method="wB97M-V/def2-TZVPD" lumo_energy_ev=-6.34 e_homo_ev=-10.711 charge=+1 gap_ev=4.4
C 0.04 -4.22 0.82 -0.21
H 0.32 -0.68 2.61 0.08
H -2.15 -3.42 -3.80 0.13
C 2.22 -1.87 -8.44 -0.10
H 2.57 6.38 7.27 0.09
H 0.85 -4.94 0.64 0.12
C -1.99 -4.44 2.03 -0.10
H -5.97 0.65 1.62 0.12
C 1.59 4.63 -0.72 -0.11
H -4.84 0.48 6.20 0.09
H 0.84 4.72 6.64 0.13
H 0.57 4.70 -0.35 0.08
H -2.29 -3.50 1.58 0.08
H -0.78 1.01 0.30 0.07
C 1.39 3.89 7.11 -0.19
O -0.19 2.76 1.22 -0.19
C -4.44 3.23 2.72 -0.11
O 2.32 3.57 -0.12 -0.20
H 3.17 -4.11 -11.21 0.09
H -0.09 -3.81 -7.36 0.11
C 1.13 2.44 1.69 -0.19
C 2.67 -4.65 -10.41 -0.10
O -0.57 -4.59 2.07 -0.18
H 1.38 -2.73 1.69 0.13
H 2.09 -1.96 -9.52 0.09
H 1.67 -1.00 -8.07 0.09
O 2.66 4.34 7.59 -0.19
H -3.57 2.79 3.22 0.08
O 1.76 -3.04 -7.76 -0.23
H 4.07 3.27 4.13 0.08
H 0.54 2.36 5.86 0.12
O -3.96 0.47 4.33 -0.21
C 0.64 -2.81 0.89 -0.20
C 2.14 3.52 1.30 -0.18
H 1.84 4.50 1.68 0.13
O -0.38 -1.82 1.03 -0.22
H 4.18 5.63 7.13 0.09
H -1.44 -0.82 2.47 0.09
H -1.41 2.51 -0.40 0.09
C 1.53 2.71 6.15 -0.19
H -3.53 1.66 5.94 0.09
H -5.98 0.03 4.04 0.13
H 3.66 1.65 4.74 0.09
H -4.18 3.53 1.70 0.09
C 3.57 2.72 4.94 -0.11
C -5.04 0.08 3.48 -0.19
H 3.28 -1.74 -8.22 0.09
O 2.20 3.10 4.94 -0.22
H 2.76 -5.72 -10.61 0.09
Cl 1.93 -4.13 -2.41 0.33
O -1.01 -1.94 -5.04 -0.23
H 0.96 -0.73 -2.07 0.12
H 1.15 -2.61 -0.06 0.07
H -1.64 -0.89 -2.93 0.20
H 1.56 4.46 -1.80 0.09
H 3.17 -4.41 -9.47 0.08
H -4.24 1.05 1.69 0.12
H -0.36 -5.01 -9.48 0.13
H -2.42 -5.28 1.47 0.09
H -4.74 4.12 3.28 0.09
H 1.12 -0.12 -3.86 0.13
H 3.11 3.27 1.73 0.12
C -5.17 1.02 2.28 -0.20
H 0.81 3.56 7.98 0.12
C -0.53 2.04 0.04 -0.11
C 0.95 -1.07 -3.19 -0.34
C 0.63 -4.66 -9.20 -0.19
H 0.28 2.06 -0.69 0.07
H 2.99 5.42 5.83 0.08
H 4.07 2.96 5.88 0.09
H -4.82 -0.93 3.11 0.12
S 2.10 -2.43 -3.68 0.75
C -0.99 -3.16 -3.94 -0.04
H -0.06 -2.66 -8.71 0.13
H 1.16 -5.50 -8.72 0.13
C -0.50 -1.36 2.37 -0.09
C 0.49 -3.48 -8.24 -0.19
H -0.67 -4.31 0.00 0.12
H 2.06 1.87 6.63 0.13
H 1.70 -2.87 -4.98 0.03
H 1.07 2.40 2.79 0.11
C -0.73 -1.48 -3.57 -0.15
H -0.51 -2.19 3.09 0.09
H -5.13 1.95 5.23 0.09
H -0.27 -3.72 -4.66 0.09
O -5.55 2.34 2.68 -0.19
C 3.12 5.50 6.91 -0.11
H 1.44 1.45 1.33 0.12
H 2.11 5.58 -0.54 0.09
H -2.36 -4.48 3.06 0.10
O 1.30 -4.28 -10.41 -0.19
C -4.40 1.18 5.48 -0.11

=====

99
Properties=species:S:1:pos:R:3:lowdin_charge:R:1 method="wB97M-V/def2-TZVPD" lumo_energy_ev=-14.95 e_homo_ev=-16.424 charge=+4 gap_ev=1.5
C -2.67 -5.59 1.17 -0.18
H 2.07 -7.20 1.19 0.09
H 1.13 5.72 1.30 0.13
O -3.69 -4.99 0.43 -0.27
O -3.92 2.49 1.74 -0.27
C 6.58 3.13 0.68 -0.09
H -5.60 2.80 3.01 0.15
C -5.63 5.27 -0.76 -0.15
H 0.73 -8.89 -1.72 0.13
H 7.12 4.04 0.43 0.10
C -3.15 2.03 2.81 -0.08
Hg -3.73 -3.28 -2.41 0.65
H -0.65 5.57 -2.40 0.08
N 4.78 1.01 -2.55 0.12
H 3.99 2.83 -2.47 0.14
O -0.62 -1.86 -3.06 0.10
Hg -2.53 1.95 -1.05 0.87
H 1.28 -2.11 5.02 0.08
H -4.83 5.59 -1.43 0.15
H 6.96 2.75 -1.68 0.13
H -3.19 2.55 3.76 0.11
H 7.25 2.27 0.63 0.10
H 1.11 6.51 -1.09 0.12
H 3.69 -0.86 5.53 0.13
H -6.29 2.83 0.60 0.15
H 1.88 -1.64 2.17 0.07
H -1.03 -7.44 -2.65 0.12
H 2.41 -8.76 0.24 0.10
C 3.02 -1.51 4.99 -0.22
O 6.78 -1.94 -3.23 -0.15
O -0.74 -1.02 -1.16 0.17
H -5.10 -5.12 2.03 0.09
C 2.24 -7.68 0.22 -0.02
C -5.87 3.69 1.12 -0.13
H -3.02 -5.87 2.16 0.14
H 2.92 -0.28 3.25 0.12
H -6.58 9.02 0.77 0.10
H -5.34 -6.37 1.08 0.10
H -6.86 6.92 -1.10 0.15
H -2.11 1.84 2.54 0.10
C -6.48 6.40 -0.22 -0.16
C 5.55 -1.37 -2.85 -0.22
H 3.85 0.62 -2.47 0.17
H -6.69 4.28 1.51 0.15
C 6.80 -3.41 -3.35 -0.02
O 2.37 -2.25 2.73 -0.07
H -1.92 -8.59 -1.72 0.14
Hg -1.61 -0.26 -6.26 0.39
C 3.11 -1.32 3.51 -0.26
H 7.81 -3.77 -3.57 0.10
C 5.89 0.15 -2.81 -0.10
C 0.19 -8.26 -1.02 -0.15
C -1.25 -7.74 -1.63 -0.12
H 6.45 -3.93 -2.47 0.09
H -7.36 7.93 1.81 0.10
C -4.98 3.30 2.26 -0.19
H 5.82 4.12 -1.75 0.15
H -3.76 1.13 2.88 0.12
H -0.58 5.30 1.27 0.12
H 5.31 2.60 -3.53 0.17
H 6.86 0.30 -2.34 0.16
O 0.52 3.98 0.48 -0.09
O -0.11 0.23 -2.68 0.10
H 3.17 -7.24 -0.12 0.09
H -5.81 -4.84 0.45 0.09
C -6.37 8.18 1.43 -0.06
H 6.21 3.30 1.69 0.11
H 3.35 -2.54 5.14 0.13
C 5.93 3.07 -1.49 -0.17
H -7.31 5.87 0.25 0.13
C 0.18 6.13 -0.67 -0.18
N -1.73 -6.49 -1.06 0.08
H -0.11 -9.02 -0.30 0.13
H -2.71 -7.70 0.55 0.14
C 0.33 5.34 0.66 -0.25
H -0.98 -5.82 -0.94 0.12
H -1.22 -7.03 0.94 0.14
C 4.99 2.39 -2.51 -0.13
O -0.63 5.23 -1.50 -0.12
O 1.66 -1.31 5.39 -0.03
O -5.70 7.16 0.72 -0.17
H 5.20 -1.77 -1.90 0.13
O 5.50 2.82 -0.16 -0.16
H -5.74 8.59 2.22 0.11
C -4.99 -5.34 0.97 -0.07
H -0.35 7.02 -0.33 0.11
H 4.07 -1.56 3.05 0.12
H 4.79 -1.47 -3.62 0.13
H -4.87 5.43 0.81 0.11
C -0.23 -0.98 -2.28 -0.91
H 6.03 0.20 -3.89 0.17
N -4.99 4.54 0.33 0.09
O 1.05 -7.23 -0.55 -0.19
H -4.50 4.11 2.82 0.15
C -2.11 -6.81 0.35 -0.12
H 1.34 3.85 -0.01 0.09
H -1.94 -4.78 1.17 0.13
H -6.34 4.62 -1.28 0.14
H 6.23 -3.76 -4.21 0.09

=====

106
Properties=species:S:1:pos:R:3:lowdin_charge:R:1 method="wB97M-V/def2-TZVPD" lumo_energy_ev=1.83 e_homo_ev=-4.261 charge=-1 gap_ev=6.1
H -3.08 2.28 -0.94 0.07
H 2.95 -2.94 -9.25 0.07
H -1.22 -3.40 4.59 0.08
H 3.23 2.38 -3.85 0.06
H 0.57 1.45 -2.06 0.04
C -0.32 -3.24 4.01 -0.13
O 4.69 3.58 7.27 -0.28
H 4.51 6.40 7.24 0.07
H 1.67 2.86 8.52 0.08
H 2.68 1.52 2.77 0.08
H 6.36 -3.43 -5.84 0.07
C -1.92 -3.75 -0.60 -0.11
C 2.23 0.69 3.31 -0.07
O -1.17 -1.05 2.85 -0.30
H 0.61 4.10 6.60 0.12
H 1.82 2.70 -2.21 0.07
O 4.00 3.83 4.90 -0.26
H 1.64 3.23 5.47 0.11
H 4.14 -0.78 -2.13 0.10
H 1.43 1.08 3.95 0.05
H 0.86 1.78 7.37 0.08
H 3.17 -4.67 -9.04 0.08
H 2.05 -4.53 -6.79 0.12
H 0.55 -3.60 4.55 0.07
C 1.57 3.60 6.50 -0.25
S -4.89 3.54 1.84 0.56
H 1.53 -3.99 -9.14 0.08
H 4.50 1.22 -3.47 0.06
C -2.22 -7.56 0.17 -0.26
H -2.53 -3.81 -1.50 0.08
C -3.53 5.95 3.53 -0.07
C 4.66 5.97 6.25 -0.13
H -5.43 -0.19 -5.09 0.08
H -5.16 2.31 -4.86 0.12
S -2.86 0.81 -2.76 0.57
H 5.36 -2.54 -4.64 0.08
O -1.76 1.55 -3.30 -0.27
H 2.51 -0.66 1.67 0.09
O 1.23 -1.54 3.01 -0.26
O -1.49 -5.10 1.60 -0.28
C -3.08 1.20 -1.07 -0.12
O -3.80 2.62 1.78 -0.27
O 5.24 -2.19 -8.13 -0.28
H 1.89 -0.05 -3.12 0.11
H -0.86 -3.88 -0.83 0.08
H -4.16 4.56 5.06 0.12
H -1.79 -8.22 -0.59 0.12
S -0.15 -1.51 3.76 0.55
O 2.54 4.65 6.69 -0.27
S 4.62 -2.21 -6.84 0.57
H -4.02 0.76 -0.73 0.07
O 3.82 -3.58 -6.67 -0.27
H 2.72 -0.87 -1.07 0.10
H -4.28 -7.98 -0.32 0.08
C 1.63 1.67 -1.86 -0.06
C 1.69 2.47 7.50 -0.07
H -6.39 1.82 2.40 0.08
H -6.48 2.31 0.68 0.07
C -4.56 0.34 -5.50 -0.08
O -4.93 4.66 0.95 -0.28
H 3.28 0.78 -4.68 0.04
O 4.10 0.25 0.63 -0.08
O -0.02 -0.87 5.04 -0.30
H 5.72 5.90 6.02 0.08
H -3.42 2.14 -5.10 0.11
H 4.14 6.55 5.49 0.07
O -3.82 -4.85 0.80 -0.28
C 1.71 -0.33 2.33 -0.23
C 2.55 -3.82 -8.76 -0.08
H -3.21 5.96 2.49 0.07
C 2.56 0.66 -2.60 -0.39
C 4.13 0.68 -0.54 -0.74
H 0.91 0.06 1.71 0.11
C -3.61 -8.03 0.54 -0.08
C -6.41 2.66 1.71 -0.12
H 6.53 -1.66 -5.65 0.08
H -3.06 3.86 3.87 0.12
H -2.71 6.34 4.15 0.08
C 2.51 -3.66 -7.26 -0.26
H -3.71 -0.33 -5.43 0.07
C 5.84 -2.50 -5.61 -0.12
H 2.62 1.92 7.37 0.07
H -7.23 3.34 1.93 0.07
O 4.69 1.73 -0.93 -0.06
H -2.25 0.75 -0.53 0.08
H -4.04 -7.42 1.34 0.07
H -1.55 -7.56 1.03 0.11
O -4.22 1.44 -3.32 -0.27
H -4.39 6.62 3.62 0.08
O -5.06 4.03 3.34 -0.26
O -2.21 -6.26 -0.44 -0.26
C 3.43 1.31 -3.72 -0.08
H 1.93 -2.78 -6.96 0.12
S 4.04 4.32 6.24 0.56
H -3.56 -9.07 0.89 0.08
H 2.99 0.26 3.96 0.09
C -3.89 4.56 4.00 -0.25
H -4.75 0.56 -6.55 0.08
H -0.40 -3.72 3.04 0.04
O 3.77 -1.14 -6.44 -0.27
C -4.32 1.63 -4.74 -0.26
O -2.91 -0.62 -2.94 -0.29
C 3.39 -0.17 -1.60 -0.12
H -2.08 -2.80 -0.10 0.08
S -2.43 -5.00 0.51 0.58
H 1.81 1.67 -0.78 0.07

=====

94
Properties=species:S:1:pos:R:3:lowdin_charge:R:1 method="wB97M-V/def2-TZVPD" lumo_energy_ev=2.25 e_homo_ev=-4.642 charge=-1 gap_ev=6.9
H 4.38 -2.44 -1.78 0.12
H 7.00 -5.37 -2.03 0.09
H 3.07 -4.02 -0.89 0.06
C -3.97 5.46 -1.20 -0.12
H 1.26 -5.93 0.57 0.05
H -4.55 0.02 -0.64 0.12
H 7.14 -4.02 -3.17 0.09
H -3.96 2.71 -1.62 0.07
H 5.30 -6.14 -6.20 0.08
H -3.02 2.28 0.65 0.11
C -3.73 4.66 7.03 -0.22
C -2.93 -6.02 -0.83 -0.19
H 5.04 -1.88 -5.99 0.12
H -2.64 -6.26 -1.85 0.06
O -3.42 4.77 -0.11 -0.20
H -2.58 4.04 5.35 0.11
H 5.78 -2.30 -2.85 0.11
H 3.49 -2.09 -3.93 0.12
Br -1.14 -2.04 1.27 0.40
C -4.00 0.70 -1.30 -0.19
C 0.26 5.35 5.52 -0.11
H -0.21 5.93 6.33 0.07
C -2.34 6.35 3.95 -0.20
C 2.09 -5.23 0.57 -0.11
H -0.55 -5.34 -0.90 0.08
C -2.53 0.33 -1.22 -0.23
H -1.75 5.79 9.40 0.09
H -3.12 6.13 3.21 0.11
H -0.34 2.40 -2.48 0.08
O 5.38 -4.16 -2.06 -0.18
H -1.98 3.02 -2.23 0.07
O -1.73 0.94 -2.22 -0.17
C 6.18 -5.92 -6.82 -0.12
N 4.42 -3.60 -5.02 -0.05
H -4.89 5.99 -0.92 0.08
H 6.92 -6.70 -6.64 0.09
H 1.60 -2.56 0.53 0.06
H -2.95 -4.41 0.36 0.07
H -4.16 3.66 7.18 0.12
H 5.24 -3.82 -7.55 0.12
C 4.92 -2.93 -2.59 -0.23
H 3.01 -5.81 0.57 0.06
H 3.13 -3.72 -3.40 0.12
H 1.33 5.33 5.72 0.09
H -2.22 6.44 5.97 0.07
C 6.04 -3.54 -6.85 -0.22
C 1.24 -3.01 -0.40 -0.25
O 6.78 -4.70 -6.48 -0.19
C -1.09 5.55 3.57 -0.22
N -2.49 -4.67 -0.50 -0.16
H 1.51 -2.30 -1.19 0.07
H -4.18 4.17 1.68 0.11
C 2.04 -4.30 -0.64 -0.30
H 5.88 -5.95 -7.87 0.09
H 2.02 -4.65 1.49 0.07
H -0.90 5.76 2.51 0.12
C 6.45 -4.76 -2.75 -0.11
H -4.69 1.91 1.09 0.13
C -4.07 2.48 0.39 -0.22
C -4.33 3.95 0.61 -0.22
H -4.34 0.51 -2.32 0.12
N -2.90 6.16 5.28 -0.05
H -1.06 2.35 -0.86 0.09
O 0.08 5.94 4.25 -0.18
C -3.34 4.81 5.58 -0.22
H -4.02 -6.08 -0.76 0.06
H 1.65 -4.84 -1.51 0.10
H 4.75 -4.55 -4.88 0.07
H -1.24 4.47 3.65 0.11
H -2.34 6.82 8.09 0.08
H -2.49 -6.79 -0.18 0.06
H -0.12 4.33 5.55 0.09
C 3.94 -3.07 -3.75 -0.19
H -3.23 6.19 -1.53 0.09
H 6.73 -2.87 -7.37 0.12
B -0.41 -3.13 -0.39 -0.88
C -1.27 2.24 -1.92 -0.12
O -2.60 4.76 7.88 -0.19
H -4.48 5.40 7.31 0.12
C -1.03 -4.62 -0.22 -0.31
H -0.86 -4.97 0.81 0.08
H 6.31 -2.58 -4.98 0.10
H -3.49 6.07 9.22 0.09
H -2.09 7.41 3.84 0.12
N -4.40 2.07 -0.96 -0.05
H -5.36 4.20 0.35 0.12
H -4.22 4.58 4.96 0.12
H -0.90 -2.59 -1.37 0.04
H -2.10 0.51 -0.23 0.08
H -2.45 -0.75 -1.39 0.10
C -2.55 5.92 8.68 -0.12
C 5.47 -2.82 -5.65 -0.23
H 6.11 -5.42 -3.55 0.07
H -4.20 4.80 -2.04 0.08

=====

98
Properties=species:S:1:pos:R:3:lowdin_spin:R:1 method="wB97M-V/def2-TZVPD" multiplicity=3 lumo_energy_ev="-8.61 / -11.25" e_homo_ev="-15.674 / -15.674" charge=+3 gap_ev="7.1 / 4.4"
H 1.22 1.46 -2.67 0.00
H -6.01 -4.01 -0.51 0.01
H 4.36 -4.15 4.51 0.00
H 1.29 6.00 1.13 0.00
H -6.01 -6.95 -4.27 0.00
H -7.31 -5.69 -1.51 0.01
H 0.30 4.10 -1.98 0.00
H -6.18 -0.61 -1.54 0.00
H -1.49 3.68 -3.52 0.00
Cu 1.98 -2.06 4.53 0.00
H -1.23 -2.05 4.86 0.00
H -5.92 -1.56 -0.08 0.01
O -3.73 -0.81 -2.45 0.05
Cu 2.86 2.43 2.07 0.45
H 1.99 -4.28 3.42 0.00
H 7.40 5.62 -1.58 0.00
O 5.38 5.23 -1.12 0.00
N 2.74 -3.62 3.27 0.00
H 2.27 3.01 -0.51 0.00
C 0.34 3.20 -2.61 0.00
H 0.53 1.73 -1.22 0.00
H 0.70 4.83 0.03 0.00
O 1.35 1.08 1.37 0.05
H -5.07 -5.52 -4.33 0.00
O 1.23 3.99 1.80 0.01
O -1.78 -1.47 5.40 0.00
C 3.90 -5.77 3.09 0.00
H 3.51 -5.90 2.08 0.00
C 4.29 3.12 -0.85 0.04
H -0.82 4.06 1.70 0.00
H 5.18 -2.55 2.93 0.00
C -2.54 -0.68 4.46 0.00
H -1.03 1.98 -3.75 0.00
H 5.40 -2.96 -0.53 0.00
H -8.10 -4.34 -2.10 0.00
H -0.19 3.28 3.20 0.00
O -6.96 -5.31 -3.51 0.02
O -1.83 2.49 -1.88 0.00
C 1.11 0.11 2.16 0.00
C -3.87 -0.28 5.11 0.00
H 3.57 5.18 0.99 0.01
C 5.54 3.96 -0.59 0.00
O -0.18 -0.34 2.12 0.01
H 2.78 -3.33 2.30 0.00
H 6.37 7.03 -1.32 0.00
H 3.23 -6.25 3.80 0.00
H -3.72 0.46 5.89 0.00
C 4.06 -4.32 3.48 0.00
H -6.51 -2.37 -2.84 0.01
H 2.91 5.34 -0.68 0.02
C -6.07 -3.95 -1.60 0.07
C 5.83 -3.42 0.37 0.00
H -3.78 -2.41 -1.02 0.00
H -0.77 0.33 1.74 0.00
C -7.15 -4.87 -2.22 0.02
H -2.80 -1.38 3.66 0.00
H -5.31 -6.43 -2.76 0.00
C -0.03 4.06 2.46 0.00
O 1.91 -0.53 2.83 0.00
O 4.84 -3.78 1.30 0.00
H 1.14 2.88 -4.64 0.00
H -4.50 -1.09 5.47 0.00
H -3.49 3.32 -2.62 0.00
C -4.13 -1.40 -1.28 0.06
C -5.76 -6.06 -3.68 0.01
H 6.84 6.09 0.06 0.00
H 4.89 -6.24 3.02 0.00
H -2.97 -2.61 -3.13 0.00
C 1.11 3.64 -3.85 0.00
H -3.32 1.50 -2.92 0.00
H -4.45 0.13 4.27 0.00
C -3.49 -1.72 -3.51 0.01
H 2.17 3.87 -3.69 0.00
C 6.56 6.01 -1.00 0.00
H 6.41 3.42 -0.97 0.00
H 0.70 4.53 -4.33 0.00
H 4.48 2.05 -0.72 0.01
N 1.14 2.15 -1.93 0.01
H -4.47 -2.13 -3.83 0.00
C -3.22 2.34 -2.23 0.00
H 6.43 -4.30 0.13 0.00
C 2.88 4.77 0.25 0.04
N -6.38 -2.58 -1.85 0.58
N 3.12 3.34 0.00 0.34
H -3.80 -0.77 -0.45 0.01
H -5.04 -4.14 -1.96 0.04
H -1.92 0.14 4.10 0.00
H -3.03 -1.29 -4.39 0.00
C -1.07 2.80 -3.03 0.00
C -5.69 -1.50 -1.15 0.07
H 6.46 -2.61 0.77 0.00
H -0.08 5.01 3.00 0.00
H -3.82 2.00 -1.39 0.00
H 5.69 4.01 0.51 0.00
C 1.46 4.97 0.80 0.00
C 5.14 -3.62 2.67 0.00
H 6.09 -4.10 2.86 0.00
H 3.97 3.34 -1.88 0.02